# 1
C25H21ClIrN3O4 | ωB97M-V/def2-TZVPD

The geometry in XYZ format:
```
55
Properties=species:S:1:pos:R:3:forces:R:3:mulliken_charge:R:1
Ir -0.30562 0.31262 0.74945 -0.1064 0.1117 0.2211 1.8139
Cl -3.37947 4.99790 -1.65840 -0.0140 0.0355 -0.0415 -0.1750
O 4.81915 3.24578 1.66837 -0.3298 0.0699 -0.1975 -0.5197
O 5.73022 1.61803 2.89190 -0.0401 0.0488 -0.1064 -0.5887
O 0.60280 2.16755 0.19267 0.0531 0.0015 0.0599 -0.7826
O 2.42512 3.43644 0.40098 0.0729 -0.1053 0.1945 -0.8449
N 3.58730 -0.01571 2.67322 0.1079 -0.0757 0.0944 0.0034
N 1.67789 0.17264 1.68352 -0.2175 -0.1284 -0.1205 -0.3112
N -0.44896 -1.12126 -0.86437 0.2303 0.1609 -0.2140 -0.3046
C 2.04771 -1.98774 2.91223 0.0293 0.0586 -0.0132 -1.2789
C 2.39691 1.33105 1.45545 -0.2025 -0.0941 0.0114 0.3828
C 1.79115 2.41489 0.63501 0.0799 0.1104 -0.2084 0.9165
C 4.82211 2.06463 2.23674 0.0204 -0.0782 0.1897 0.5198
C -2.25317 4.06953 0.60299 -0.0331 0.1021 -0.0598 -0.7067
C -1.93204 3.07806 1.49000 0.0740 -0.1034 0.0684 -0.2508
C -1.97212 -2.60425 0.28808 -0.0408 0.0863 -0.0095 -0.1514
C 2.42271 -0.63342 2.42759 0.0444 0.0777 -0.0371 0.1512
C -0.72322 -1.13036 -3.28525 0.0383 0.0018 0.0306 -0.0815
C -2.99579 3.76055 -0.53934 0.0253 -0.0493 0.0682 0.4036
C -1.03009 -4.75187 -1.20354 0.0102 -0.0102 0.0007 -0.7373
C 0.74268 0.22059 -4.62799 0.0134 0.0319 -0.0461 -0.4304
C 3.59966 1.22028 2.07436 0.1221 -0.0510 0.0450 -0.1297
C 1.41652 0.65189 -3.48632 0.0063 0.0219 -0.0445 -0.7974
C 1.02109 0.21314 -2.24391 -0.0139 -0.0700 0.0378 -0.0989
C -0.32938 -0.66384 -4.52024 -0.0329 -0.0200 0.0371 -0.7814
C -0.50639 -3.49097 -1.42106 0.0104 0.0816 -0.0237 -0.0882
C -2.03174 -4.94398 -0.25942 -0.0047 -0.0205 0.0283 -0.4978
C -0.04472 -0.70265 -2.11795 -0.2020 -0.1417 0.1208 0.4049
C -3.44044 2.45530 -0.77725 -0.0336 0.0298 -0.0497 -0.8680
C -0.99018 -2.39288 -0.68831 0.1137 -0.0279 -0.0153 0.1829
C -2.34054 1.73248 1.27176 -0.0199 -0.0615 -0.1100 0.3922
C -2.49921 -3.86478 0.48684 -0.0043 -0.0213 0.0065 -0.7708
C -3.12624 1.46228 0.11210 -0.0465 -0.0813 0.0448 0.0584
C -1.97299 0.68390 2.18425 0.0608 0.0544 0.0093 -1.4818
H -1.58086 -1.78230 -3.19061 0.0086 -0.0091 -0.0065 0.5766
H 0.30587 -3.34697 -2.12250 -0.0438 -0.0061 0.0008 0.5715
H -0.86832 -0.97434 -5.40597 0.0227 0.0136 0.0233 0.4111
H 2.04193 -2.02456 4.00221 0.0020 0.0223 -0.0181 0.3640
H -2.58677 -0.20983 2.21646 -0.0040 0.0282 -0.0105 0.5090
H 2.75106 -2.73938 2.55215 -0.0035 0.0279 -0.0064 0.3525
H -3.27953 -4.01086 1.22315 0.0365 0.0006 -0.0244 0.4356
H -3.48043 0.45145 -0.06347 0.0102 0.0354 0.0269 0.4882
H -2.43512 -5.93551 -0.09197 0.0112 0.0763 -0.0163 0.4108
H 1.54870 0.53524 -1.35882 0.0108 0.0262 -0.0007 0.2987
H -0.64427 -5.59355 -1.76447 -0.0131 0.0284 0.0207 0.4035
H -1.57173 0.98178 3.14796 -0.0008 -0.0048 -0.0348 0.4450
H 2.24833 1.33900 -3.57299 -0.0310 -0.0275 0.0063 0.4594
H 4.37269 -0.35772 3.21176 0.0341 0.0201 0.0062 0.2462
H -2.33955 -1.75610 0.85290 0.0086 -0.0707 -0.0212 0.1199
H 1.04320 0.58757 -5.60211 -0.0126 -0.0324 0.0611 0.4156
H 3.95954 3.42142 1.18424 0.2126 -0.0290 0.0539 0.4235
H -1.34365 3.30940 2.37030 -0.0213 -0.0006 -0.0342 0.4054
H 1.05344 -2.23762 2.54964 -0.0198 -0.0023 -0.0138 0.2133
H -4.03981 2.24670 -1.65377 0.0294 0.0152 0.0252 0.4620
H -1.93544 5.09038 0.77175 -0.0074 -0.0565 -0.0089 0.4365
```
Forces are in eV/Å.

The calculation puts the total energy at -1994.7331 hartree. The net charge is +1. The spin multiplicity is 6. The expectation value of S² is 8.828. Its frontier orbital gap (alpha / beta) is 8.075 / 6.126 eV.

---

# 2
C4H6NO3PS | ωB97M-V/def2-TZVPD

The geometry in XYZ format:
```
16
Properties=species:S:1:pos:R:3:forces:R:3:mulliken_charge:R:1
S -0.19837 0.64716 1.61942 1.3772 -1.5551 -0.6355 -0.2049
P -2.95929 -0.71214 -2.23220 -0.3705 -1.1520 -1.9010 0.8454
O -4.35878 -0.99894 -1.74860 0.4602 0.2502 -0.2534 -0.7874
O -2.36112 -2.35139 -2.58382 -3.0497 1.3710 1.0567 -0.6273
O -2.74554 0.12174 -3.51177 -0.1455 -0.9559 1.4685 -0.7967
N -1.93250 -0.26267 -1.02237 -0.0099 -0.5279 0.3448 -0.3989
C -0.95924 1.42059 0.31567 -1.0684 2.2811 0.9163 -0.7946
C 1.20939 -0.05463 0.77646 -1.4220 -0.2959 0.6746 -0.1596
C -1.92663 0.95040 -0.56191 0.4641 -0.4696 -1.4475 -0.0146
C 2.19784 -0.61994 1.42183 0.5453 1.6353 3.8942 -0.7001
H 3.04151 -0.96441 0.92696 1.4736 -0.9446 -0.7548 0.3372
H 2.30789 -0.33916 2.56444 -0.1551 -1.0305 -2.1577 0.1069
H -1.07695 2.42593 0.68311 -0.2949 0.7700 -0.5551 0.3343
H -1.47976 -2.33967 -2.84082 2.4704 0.4204 -0.6710 0.2428
H 1.16443 -0.19370 -0.28581 -0.5109 0.3734 -0.4949 0.3154
H -2.55836 1.71780 -1.07519 0.2360 -0.1698 0.5157 0.3020
```
Forces are in eV/Å.

The calculation puts the total energy at -1176.0589 hartree. The net charge is -2. The SMILES is C=CS/C=C\N=P([O-])([O-])O. The spin multiplicity is 1. As for the energy above the lowest of the compared OMol25 structures with the same formula, charge and spin: 1.2249 eV. Its frontier orbital gap is 5.113 eV.